(1)
This record from the Open Molecules 2025 dataset describes a single C6H10 molecule in a non-equilibrium geometry. The level of theory is ωB97M-V/def2-TZVPD.

Output
- structure (SMILES) = C=CCCC=C
- energy (eV) = -6380.0292
- total charge = 0
- spin multiplicity = 1
- Kohn-Sham gap (eV) = 8.62
- energy relative to the best compared isomer or geometry (same formula, charge and spin) (kJ/mol) = 369.6
- LUMO energy (eV) = 0.542

Element x y z (Å)
C1 2.02 0.00 -0.88
C2 0.78 0.09 1.13
C3 0.93 0.50 -0.29
C4 -0.92 -0.51 -0.32
C5 -0.84 -0.07 1.10
C6 -1.97 -0.01 -0.98
H1 2.30 -1.04 -0.69
H2 2.67 0.62 -1.46
H3 1.26 -0.88 1.31
H4 1.37 0.85 1.72
H5 0.52 1.48 -0.56
H6 -0.50 -1.49 -0.55
H7 -1.45 -0.82 1.68
H8 -1.33 0.90 1.24
H9 -2.58 -0.64 -1.62
H10 -2.27 1.02 -0.82

***

(2)
This record from the Open Molecules 2025 dataset describes a single C6H10 molecule in a non-equilibrium geometry. The level of theory is ωB97M-V/def2-TZVPD.

Output
- energy (eV) = -6378.1741
- total charge = 0
- spin multiplicity = 1
- Kohn-Sham gap (eV) = 7.94
- energy relative to the best compared isomer or geometry (same formula, charge and spin) (kJ/mol) = 548.6
- LUMO energy (eV) = 0.631

Element x y z (Å)
C1 2.23 -0.13 -0.41
C2 1.45 -0.25 0.79
C3 0.08 0.22 0.87
C4 -0.53 -1.08 0.51
C5 -0.67 0.06 -0.42
C6 -2.06 0.72 -0.58
H1 3.20 -0.59 -0.52
H2 2.09 0.77 -1.00
H3 1.44 -0.99 -0.47
H4 1.69 -0.91 1.61
H5 -0.27 0.98 1.56
H6 -1.33 -1.43 1.16
H7 -0.10 0.07 -1.34
H8 -2.27 1.11 -1.58
H9 -2.17 1.51 0.17
H10 -2.78 -0.08 -0.36

***

(3)
This record from the Open Molecules 2025 dataset describes a single C6H10 molecule. The level of theory is ωB97M-V/def2-TZVPD.

Output
- structure (SMILES) = CC1CC=CC1
- energy (eV) = -6383.7319
- total charge = 0
- spin multiplicity = 1
- Kohn-Sham gap (eV) = 10.27
- energy relative to the best compared isomer or geometry (same formula, charge and spin) (kJ/mol) = 12.3
- LUMO energy (eV) = 1.213

Element x y z (Å)
C1 -1.44 1.17 -0.16
C2 -0.63 0.00 0.39
C3 0.74 0.46 0.96
C4 1.76 -0.35 0.20
C5 1.20 -1.16 -0.69
C6 -0.31 -1.06 -0.70
H1 -2.40 0.84 -0.57
H2 -0.89 1.67 -0.97
H3 -1.64 1.91 0.62
H4 -1.21 -0.47 1.19
H5 0.90 1.54 0.81
H6 0.82 0.29 2.05
H7 2.83 -0.26 0.37
H8 1.74 -1.83 -1.35
H9 -0.68 -0.76 -1.69
H10 -0.77 -2.03 -0.47

***

(4)
This record from the Open Molecules 2025 dataset describes a single C6H10 molecule in a non-equilibrium geometry. The level of theory is ωB97M-V/def2-TZVPD.

Output
- structure (SMILES) = C=CC(=C)CC
- energy (eV) = -6381.6524
- total charge = 0
- spin multiplicity = 1
- Kohn-Sham gap (eV) = 9.25
- energy relative to the best compared isomer or geometry (same formula, charge and spin) (kJ/mol) = 213.0
- LUMO energy (eV) = 0.684

Element x y z (Å)
C1 -0.17 1.10 1.55
C2 -0.18 -0.35 1.31
C3 -0.21 -0.62 -0.24
C4 -1.37 -1.17 -0.73
C5 1.21 0.27 -2.09
C6 1.06 -0.39 -0.89
H1 0.66 1.58 0.99
H2 -1.04 1.57 1.04
H3 -0.21 1.62 2.47
H4 0.70 -0.66 1.74
H5 -1.11 -0.87 1.74
H6 -1.45 -1.92 -1.55
H7 -2.29 -1.15 -0.07
H8 2.12 0.75 -2.38
H9 0.36 0.48 -2.72
H10 1.91 -0.25 -0.18

***

(5)
This record from the Open Molecules 2025 dataset describes a single C6H10 molecule in a non-equilibrium geometry. The level of theory is ωB97M-V/def2-TZVPD.

Output
- energy (eV) = -6375.9290
- total charge = 0
- spin multiplicity = 1
- Kohn-Sham gap (eV) = 5.84
- energy relative to the best compared isomer or geometry (same formula, charge and spin) (kJ/mol) = 765.2
- LUMO energy (eV) = -1.604

Element x y z (Å)
C1 1.50 -0.12 -0.88
C2 0.58 -0.79 0.27
C3 0.71 -1.53 1.51
C4 -0.34 0.75 0.63
C5 -0.90 1.52 -0.49
C6 -2.19 1.23 -0.97
H1 2.57 -0.13 -0.59
H2 1.07 1.00 -0.98
H3 1.29 -0.56 -1.92
H4 0.06 -2.33 1.53
H5 1.66 -1.61 1.95
H6 -1.00 0.41 1.42
H7 0.52 1.15 1.25
H8 -0.17 -1.16 -0.51
H9 -2.59 0.17 -0.70
H10 -2.76 1.99 -1.53

***

(6)
This record from the Open Molecules 2025 dataset describes a single C6H10 molecule in a non-equilibrium geometry. The level of theory is ωB97M-V/def2-TZVPD.

Output
- structure (SMILES) = C=CC/C=C/C
- energy (eV) = -6381.1539
- total charge = 0
- spin multiplicity = 1
- Kohn-Sham gap (eV) = 9.61
- energy relative to the best compared isomer or geometry (same formula, charge and spin) (kJ/mol) = 261.1
- LUMO energy (eV) = 1.096

Element x y z (Å)
C1 1.24 -1.61 -0.48
C2 0.82 -2.04 -1.69
C3 1.15 -0.28 0.15
C4 -0.32 0.31 0.07
C5 -0.76 1.14 1.03
C6 -1.82 2.21 0.85
H1 1.49 -2.46 0.17
H2 0.36 -1.31 -2.35
H3 0.55 -3.09 -1.77
H4 1.43 -0.31 1.21
H5 1.63 0.55 -0.34
H6 -0.95 -0.33 -0.54
H7 -0.41 0.98 2.06
H8 -1.91 2.76 1.78
H9 -1.39 2.92 0.13
H10 -2.73 1.77 0.44